The following is a quantum chemistry calculation of a single C3H6N2 molecule at a distorted geometry, from the Open Molecules 2025 dataset.

The HOMO energy comes out at -0.350 hartree. The max |F| comes out at 1.2 eV Å⁻¹. As for the spin multiplicity: 1. As for the relative energy (zero: lowest compared OMol25 entry of this formula, charge and spin): 23.5 kcal/mol. As for the frontier orbital gap: 10.44 eV. The structure (SMILES) is CNCC#N.

Each line ends with the natural charge from an NBO analysis.
CARTESIAN COORDINATES (ANGSTROEM)
H1 -0.3631 1.7375 -0.5443  0.234
H2 -1.1846 1.5590 0.9817  0.242
C1 1.2299 -0.6376 -0.2018  -0.429
N1 -2.2324 -0.8724 -0.8184  -0.333
N2 0.4199 0.1877 0.7157  -0.605
H3 2.2879 -0.4420 -0.0037  0.200
C2 -1.6458 0.0426 -0.4224  0.250
C3 -0.6872 0.9819 0.1845  -0.322
H4 0.0569 -0.4084 1.4505  0.365
H5 1.0781 -1.7212 -0.0821  0.199
H6 1.0403 -0.4272 -1.2599  0.200

The following is a quantum chemistry calculation of a single C3H6N2 molecule at a distorted geometry, from the Open Molecules 2025 dataset.

The HOMO energy comes out at -0.299 hartree. The max |F| comes out at 12.0 eV Å⁻¹. As for the spin multiplicity: 1. As for the relative energy (zero: lowest compared OMol25 entry of this formula, charge and spin): 129.2 kcal/mol. As for the frontier orbital gap: 9.07 eV. The structure (SMILES) is C=NN1CC1.

Each line ends with the natural charge from an NBO analysis.
CARTESIAN COORDINATES (ANGSTROEM)
C1 -1.0406 0.7798 0.1669  -0.264
H1 -1.6640 -1.1883 0.9813  0.152
H2 2.9982 -0.5116 0.3156  0.189
H3 -1.4411 1.3057 -0.6705  0.206
H4 2.2922 1.0956 -0.7317  0.176
C2 2.1975 0.0121 -0.1364  -0.161
H5 -2.1429 -0.9853 -0.7809  0.196
C3 -1.4066 -0.7559 -0.1834  -0.203
N1 -0.0583 -0.2440 -0.3016  -0.274
N2 1.0539 -0.6368 0.2197  -0.227
H6 -0.7884 1.1287 1.1210  0.211